Entry 1:
{
  "formula": "C4H12N2Si",
  "method": "ωB97M-V/def2-TZVPD",
  "symbols": ["C", "C", "Si", "C", "N", "N", "C", "H", "H", "H", "H", "H", "H", "H", "H", "H", "H", "H", "H"],
  "xyz": [[2.5189, 1.0950, 0.7720], [1.6763, 0.5837, -0.1098], [-0.1854, 0.0286, 0.3099], [-0.4194, -0.8275, 1.9202], [-0.9402, 1.6199, 0.3060], [-1.0385, -0.9531, -0.8156], [-0.6768, -1.2235, -2.1593], [3.4380, 1.4408, 0.3693], [2.3368, 0.8586, 1.7564], [1.8647, 0.7717, -1.1287], [-1.0410, -0.0136, 2.5234], [-1.0511, -1.6603, 1.8386], [0.4802, -1.0287, 2.4596], [-0.2621, 2.2719, 0.6611], [-1.7230, 1.5177, 1.0377], [-2.0841, -1.0359, -0.6311], [-1.0823, -0.5361, -2.8930], [0.4708, -1.1098, -2.2372], [-0.6469, -2.2234, -2.5021]],
  "forces_ev_per_a": [[-0.2, -1.2, -2.0], [-2.7, -0.6, 0.5], [1.2, 0.8, -1.0], [-1.2, 3.3, 1.5], [-1.5, -1.1, 1.6], [-2.0, -0.6, 0.7], [3.4, 1.3, -0.6], [0.8, 0.7, 0.4], [0.1, 0.1, 2.4], [0.4, 0.0, -1.3], [1.3, -1.7, -0.7], [-0.6, -1.4, -0.1], [0.5, -0.3, 0.5], [0.0, 0.6, 0.3], [1.3, 0.8, -1.5], [2.0, 0.1, -0.3], [-0.3, 0.0, -0.3], [-1.4, 0.5, 0.2], [-1.2, -1.4, -0.1]],
  "smiles": "C=C[Si@@](C)(N)NC",
  "de_lowest_kcal_mol": 18.0,
  "charge": 0,
  "total_energy_ha": -558.60181,
  "homo_ev": -8.90,
  "homo_lumo_gap_ev": 9.747
}


Entry 2:
{
  "formula": "C48H127N9O16",
  "method": "ωB97M-V/def2-TZVPD",
  "symbols": ["C", "O", "C", "C", "C", "N", "H", "H", "H", "H", "H", "H", "H", "H", "H", "H", "H", "C", "O", "C", "C", "C", "N", "H", "H", "H", "H", "H", "H", "H", "H", "H", "H", "H", "C", "O", "C", "C", "C", "N", "H", "H", "H", "H", "H", "H", "H", "H", "H", "H", "H", "C", "O", "C", "C", "C", "N", "H", "H", "H", "H", "H", "H", "H", "H", "H", "H", "H", "C", "O", "C", "C", "N", "C", "C", "O", "C", "H", "H", "H", "H", "H", "H", "H", "H", "H", "H", "H", "H", "H", "H", "H", "C", "O", "C", "C", "N", "C", "C", "O", "C", "H", "H", "H", "H", "H", "H", "H", "H", "H", "H", "H", "H", "H", "H", "H", "C", "O", "C", "C", "N", "C", "C", "O", "C", "H", "H", "H", "H", "H", "H", "H", "H", "H", "H", "H", "H", "H", "H", "H", "C", "O", "C", "C", "N", "C", "C", "O", "C", "H", "H", "H", "H", "H", "H", "H", "H", "H", "H", "H", "H", "H", "H", "H", "C", "O", "C", "C", "N", "C", "C", "O", "C", "H", "H", "H", "H", "H", "H", "H", "H", "H", "H", "H", "H", "H", "H", "H", "C", "O", "H", "H", "H", "H", "C", "O", "H", "H", "H", "H"],
  "xyz": [[-10.0769, -34.0164, 29.0154], [-10.4251, -32.6439, 28.8223], [-9.2583, -31.8368, 28.5421], [-9.5074, -31.1594, 27.1908], [-9.5107, -32.0993, 25.9783], [-8.4746, -30.1761, 26.9194], [-9.6151, -34.5419, 28.1799], [-11.0631, -34.4673, 29.1696], [-9.5893, -34.1290, 29.9866], [-9.2658, -31.1370, 29.3821], [-8.2778, -32.3185, 28.5550], [-10.5038, -30.7027, 27.2332], [-8.4888, -32.3386, 25.6822], [-10.0957, -31.7121, 25.1448], [-10.0364, -33.0112, 26.2792], [-8.5944, -29.3374, 27.4797], [-8.5224, -29.8454, 25.9602], [-2.3846, -32.7019, 25.9002], [-2.3737, -31.4657, 25.2265], [-1.3942, -31.3332, 24.2425], [-1.4493, -29.9614, 23.5498], [-2.8282, -29.6629, 22.9255], [-0.4861, -29.9953, 22.4206], [-2.2456, -33.5515, 25.2241], [-3.4047, -32.7542, 26.2899], [-1.6710, -32.7142, 26.7290], [-0.3605, -31.2949, 24.6232], [-1.3838, -32.1525, 23.5163], [-1.2963, -29.2296, 24.3445], [-2.8768, -28.6017, 22.6547], [-3.5542, -29.7876, 23.7384], [-3.1653, -30.1799, 22.0301], [-0.8935, -29.2545, 21.8616], [-0.6514, -30.8605, 21.9150], [-6.1068, -32.9805, 23.9377], [-6.3739, -33.0140, 22.5570], [-7.2846, -32.0158, 22.0872], [-7.5325, -32.1069, 20.6175], [-6.1811, -32.1219, 19.9151], [-8.4365, -30.9901, 20.3386], [-5.0491, -33.2463, 24.0083], [-6.7519, -33.6145, 24.5462], [-6.1450, -31.9539, 24.3269], [-8.2383, -32.0132, 22.6377], [-6.8203, -31.0909, 22.4629], [-8.0187, -33.0539, 20.3567], [-5.6596, -31.1663, 20.0469], [-6.2460, -32.2098, 18.8245], [-5.4959, -32.9215, 20.1835], [-9.1933, -30.8747, 20.9955], [-8.8700, -31.0458, 19.4183], [-5.2284, -30.6071, 27.2228], [-5.2898, -30.2727, 28.5943], [-4.4166, -29.2230, 28.9304], [-4.7918, -28.5669, 30.2560], [-4.3662, -27.0969, 30.3764], [-4.1673, -29.2393, 31.4354], [-4.2375, -30.8220, 26.8140], [-5.7089, -29.7847, 26.6844], [-5.8729, -31.4605, 27.0165], [-3.3793, -29.5883, 28.9565], [-4.3701, -28.4750, 28.1261], [-5.8832, -28.5513, 30.2855], [-4.9489, -26.4700, 29.6991], [-3.2884, -26.9867, 30.2412], [-4.5645, -26.7067, 31.3739], [-3.2481, -29.5483, 31.1210], [-4.6334, -30.1465, 31.5000], [-7.4417, -32.2399, 14.4686], [-7.7606, -33.0932, 15.5689], [-8.7997, -32.5710, 16.4157], [-9.1247, -33.7531, 17.2957], [-8.0635, -33.9365, 18.2798], [-8.0722, -35.2283, 18.9851], [-7.0060, -35.3023, 20.0379], [-5.7000, -35.2391, 19.5036], [-4.7254, -35.0727, 20.5142], [-6.3943, -32.4611, 14.2597], [-7.5132, -31.2063, 14.8150], [-8.0256, -32.4043, 13.5616], [-9.6326, -32.3030, 15.7520], [-8.5595, -31.6488, 16.9540], [-9.2330, -34.6926, 16.7384], [-10.1223, -33.6039, 17.7291], [-7.1931, -33.8584, 17.7670], [-7.8444, -35.9665, 18.1950], [-9.1249, -35.4245, 19.1942], [-7.1137, -36.3327, 20.4017], [-7.2368, -34.5851, 20.8300], [-4.7149, -36.0008, 21.1035], [-4.9364, -34.2503, 21.2012], [-3.7530, -35.0313, 20.0282], [-10.5533, -25.7532, 21.5271], [-10.1968, -26.5071, 20.3952], [-10.2065, -25.7845, 19.1462], [-9.0375, -26.3419, 18.3344], [-9.4091, -27.5482, 17.6321], [-8.2558, -28.4799, 17.5882], [-8.7061, -29.7473, 16.8594], [-9.4960, -30.6334, 17.6456], [-10.8846, -30.3183, 17.7126], [-10.4160, -26.3078, 22.4620], [-11.6228, -25.5292, 21.5120], [-9.9299, -24.8822, 21.7508], [-10.0163, -24.7323, 19.3812], [-11.2004, -25.8267, 18.6944], [-8.2091, -26.4387, 19.0394], [-8.8227, -25.4967, 17.6676], [-10.1889, -28.0465, 18.0295], [-7.9695, -28.8133, 18.5916], [-7.4844, -27.9668, 17.0159], [-7.8308, -30.3457, 16.5921], [-9.2607, -29.5309, 15.9414], [-11.1885, -29.8954, 16.7527], [-11.1266, -29.6495, 18.5423], [-11.4409, -31.2413, 17.8728], [3.8136, -34.7824, 16.4434], [3.3804, -33.9533, 17.5101], [2.3426, -33.1020, 17.1790], [1.8263, -32.4254, 18.4438], [0.6444, -31.6420, 18.0761], [-0.2009, -31.2447, 19.1809], [-1.0456, -32.4267, 19.7359], [-1.9530, -31.8603, 20.6826], [-2.7225, -32.8797, 21.3106], [2.9685, -35.3164, 16.0084], [4.6300, -35.4448, 16.7226], [4.2973, -34.1100, 15.7231], [1.5188, -33.5439, 16.5948], [2.6106, -32.2795, 16.4928], [2.6157, -31.8105, 18.8807], [1.5696, -33.1716, 19.2048], [0.2003, -32.0738, 17.2807], [-0.8668, -30.4502, 18.8396], [0.4071, -30.8059, 19.9733], [-0.3772, -33.1363, 20.2226], [-1.6242, -32.7167, 18.8561], [-3.1428, -33.6310, 20.6400], [-3.4017, -32.4414, 22.0376], [-2.0178, -33.4646, 21.9210], [-12.5995, -37.0395, 26.8672], [-11.9522, -37.4699, 25.6844], [-12.4034, -38.7566, 25.3105], [-11.9565, -38.9983, 23.8568], [-10.5229, -38.7526, 23.7364], [-10.0949, -37.9396, 22.5885], [-8.6787, -37.4905, 22.7850], [-8.6778, -36.6482, 23.9416], [-7.3852, -36.1924, 24.2220], [-13.6729, -37.2823, 26.9173], [-12.6929, -35.9573, 26.7570], [-12.2558, -37.4189, 27.8306], [-13.4830, -38.9175, 25.2632], [-11.9521, -39.5926, 25.8545], [-12.5304, -38.2867, 23.2434], [-12.1837, -39.9936, 23.4713], [-10.2352, -38.1809, 24.5226], [-10.8070, -37.1008, 22.6190], [-10.2002, -38.4037, 21.6041], [-8.3995, -36.9138, 21.9049], [-8.1467, -38.4083, 23.0522], [-6.9588, -35.7339, 23.3148], [-6.6248, -36.9166, 24.5324], [-7.4504, -35.3502, 24.9126], [-13.0211, -28.7654, 21.1620], [-12.3377, -29.8668, 21.7898], [-11.0116, -29.5682, 22.1306], [-10.9317, -28.9487, 23.5352], [-9.6197, -28.5774, 24.0358], [-9.6727, -27.6641, 25.1848], [-8.2493, -27.2140, 25.4920], [-8.1967, -26.9707, 26.8773], [-6.8754, -26.8279, 27.3572], [-14.0160, -29.1600, 20.9765], [-12.4707, -28.5370, 20.2481], [-13.0595, -27.9113, 21.8387], [-10.4913, -28.9236, 21.4120], [-10.4956, -30.5222, 22.2630], [-11.4617, -29.6781, 24.1576], [-11.6175, -28.0844, 23.5717], [-9.2329, -27.9831, 23.2997], [-10.1129, -28.2310, 26.0069], [-10.3019, -26.8113, 24.8961], [-8.1689, -26.2678, 24.9400], [-7.5469, -27.9727, 25.1374], [-6.8885, -26.6012, 28.4214], [-6.3534, -26.0232, 26.8316], [-6.3391, -27.7728, 27.2407], [-6.0417, -28.0440, 21.6181], [-7.4114, -28.3402, 21.7564], [-5.8907, -27.7912, 20.5611], [-5.9442, -27.1376, 22.2231], [-5.2889, -28.7545, 21.9696], [-7.6468, -29.1794, 21.3267], [-11.2000, -33.5966, 23.1301], [-9.8918, -34.1477, 22.8665], [-11.3204, -32.8721, 22.3226], [-11.8776, -34.4375, 22.9509], [-11.2595, -33.2774, 24.1658], [-9.4049, -34.0894, 23.6922]],
  "forces_ev_per_a": [[-2.0, 0.3, 0.9], [1.7, -0.9, -0.7], [-1.2, 0.6, -0.1], [0.1, 0.4, -0.7], [-0.6, -0.8, 1.0], [0.4, 0.7, 0.3], [0.4, 0.4, 0.0], [0.1, -0.3, -0.1], [0.6, -0.2, -0.3], [0.4, 0.5, -0.4], [-0.2, -0.6, -0.1], [-0.1, -0.1, 0.2], [0.0, 0.0, -0.1], [0.3, 0.4, -0.1], [0.1, -0.2, -0.1], [0.1, -0.1, 0.2], [-0.1, -0.3, -0.1], [-0.7, 0.3, 0.1], [0.0, 0.2, -0.3], [1.5, 0.9, -0.4], [-1.6, -1.8, -1.5], [-0.6, 0.9, 1.5], [0.3, 0.9, 1.4], [0.2, 0.1, 0.0], [0.2, -0.4, 0.3], [0.1, -0.2, -0.1], [-0.1, -0.5, 0.6], [-0.5, 0.0, 0.0], [0.6, 0.3, -0.4], [0.1, 0.1, 0.1], [-0.3, 0.0, -0.3], [0.5, -0.6, 0.1], [0.7, -0.1, -0.7], [-0.2, 0.3, 0.0], [0.8, 0.9, -0.3], [-0.8, -0.6, -0.4], [0.3, 0.2, 2.2], [0.0, -0.6, 0.4], [0.3, 1.3, -1.4], [0.6, 0.8, -0.9], [-0.1, -0.5, 0.4], [0.0, 0.0, -0.2], [-0.2, 0.0, 0.0], [0.0, -0.6, 0.0], [-0.1, 0.5, -0.9], [0.0, 0.5, 0.4], [0.0, 0.0, 0.4], [-0.4, 0.0, 0.1], [-0.5, 0.3, 0.4], [0.1, -0.5, 0.3], [0.4, -0.1, 0.1], [-0.7, 0.3, -0.4], [0.2, -0.4, 0.3], [0.6, 0.5, -0.5], [0.7, 0.6, 0.5], [-0.1, 0.0, -0.2], [-0.9, -1.0, -0.8], [0.2, 0.3, 0.3], [0.3, 0.0, -0.4], [0.0, -0.1, 0.4], [0.1, -0.1, 0.2], [-0.4, 0.1, 0.0], [0.0, -0.5, 0.5], [0.4, 0.1, -0.3], [0.0, 0.1, -0.3], [-0.1, -0.3, 0.1], [0.2, 0.4, 0.1], [-0.1, 0.1, 0.4], [0.7, -0.3, 1.2], [0.1, 0.5, -0.7], [0.7, -1.7, -1.5], [-0.4, -0.3, 0.6], [-0.2, 0.6, 0.2], [0.2, 0.7, -3.1], [-1.0, -1.5, 0.6], [-0.2, 1.2, -0.4], [-0.5, -1.8, 0.1], [0.0, 0.2, -0.3], [0.0, 0.1, -0.5], [-0.3, -0.1, 0.2], [-0.3, -0.1, 0.1], [0.8, -2.8, -0.7], [0.0, 0.2, -0.7], [0.2, 0.1, 0.6], [0.1, 0.0, 0.1], [0.1, -0.4, 0.3], [0.3, -0.1, 1.2], [0.0, 0.1, 0.7], [0.6, -0.2, 0.1], [0.1, 0.0, 0.3], [0.1, -0.1, -0.2], [-0.3, 0.1, -0.1], [-0.4, -0.3, 0.7], [0.0, 0.0, 0.1], [0.7, 0.0, 1.5], [-1.8, 1.4, 0.2], [1.4, -0.5, -0.3], [-1.9, -0.4, -0.6], [0.4, 0.6, 0.0], [-1.6, 2.4, 1.3], [0.2, -0.3, -0.2], [0.0, -0.7, -0.4], [0.0, 0.5, -0.1], [-0.1, 0.4, -0.8], [0.1, 0.1, -0.1], [0.1, -0.3, -0.3], [0.1, -0.3, 0.0], [0.4, -0.5, -0.5], [-0.1, 0.4, 0.5], [0.5, 0.3, 0.0], [0.4, -0.3, 0.2], [0.1, 0.5, 0.0], [0.1, 0.2, -0.1], [-0.2, 0.2, 0.1], [0.0, 0.1, 0.0], [0.1, -0.1, 0.0], [0.4, 1.3, -0.4], [0.4, -1.0, 0.3], [-0.5, 1.3, -0.2], [-0.7, -0.4, -0.2], [1.2, 0.3, 0.2], [-0.3, -0.5, -0.1], [-0.1, 2.5, -0.3], [-0.4, -0.7, -0.2], [1.5, -0.4, 0.7], [0.1, -0.1, -0.1], [-0.4, -0.2, 0.6], [-0.4, -0.2, -0.5], [0.0, -0.8, 0.5], [0.7, -0.1, 0.1], [-0.1, 0.2, -0.1], [0.2, -0.3, -0.1], [-0.6, 0.1, 0.2], [-0.2, -0.1, 0.1], [0.2, -0.1, -0.1], [-0.3, -0.6, -0.3], [0.1, -1.1, 0.2], [0.0, 1.2, 0.0], [-0.4, 0.1, -0.5], [0.0, -0.2, 0.1], [-1.5, 0.9, -0.3], [-1.0, -1.0, 0.8], [0.7, -1.4, -2.0], [0.4, 1.0, -0.2], [0.6, -0.4, -0.2], [-1.6, 0.2, 0.5], [-1.3, 0.1, 0.9], [0.4, -0.5, 0.1], [0.5, 1.2, -0.9], [0.1, -0.6, -0.6], [0.8, 0.1, 0.7], [0.9, 0.2, -0.2], [-0.2, 0.6, 0.7], [0.0, 0.4, 0.8], [0.1, 0.1, -0.1], [-0.2, -0.1, 0.4], [-0.1, -0.1, 0.1], [0.5, 0.5, -0.6], [0.0, -0.5, 0.2], [0.7, -0.2, 0.0], [0.7, 0.2, -0.6], [0.0, 0.0, -0.1], [-0.5, -0.4, 0.4], [-0.1, -0.5, 0.4], [0.6, -1.2, 0.6], [-0.2, 0.4, -0.3], [0.9, 0.1, 1.2], [-1.6, 0.3, 0.3], [0.1, 0.2, -0.9], [-0.3, -1.0, -0.7], [-1.4, 0.5, 0.1], [0.3, 0.0, 0.4], [0.0, -0.1, -0.1], [-0.1, 0.3, -0.2], [-0.3, 0.4, -0.1], [-0.1, 0.2, -0.2], [-0.1, -0.1, -0.3], [0.0, -0.1, -0.5], [0.5, 0.0, 0.4], [0.0, 0.2, -0.2], [0.5, -0.6, -0.2], [0.0, 0.4, 0.2], [-0.1, 0.1, 0.6], [0.9, -0.1, 0.0], [0.2, 0.1, 0.1], [-0.3, 0.1, 0.0], [0.1, 0.0, 0.0], [0.2, 0.0, -0.1], [-0.5, 1.1, -0.4], [-0.4, -0.8, 0.5], [0.6, 0.0, 0.1], [0.5, 0.0, -0.2], [-0.4, -0.4, 0.0], [0.1, 0.0, -0.2], [0.9, -1.4, -1.1], [0.2, 0.4, 0.4], [-0.6, 0.5, 0.6], [-0.4, 0.3, 0.2], [-0.4, 0.5, -0.2], [0.2, -0.3, -0.1]],
  "smiles": "COC[C@H](C)N.COC[C@H](C)N.COC[C@H](C)N.COC[C@H](C)N.COCCNCCOC.COCCNCCOC.COCCNCCOC.COCCNCCOC.COCCNCCOC.CO.CO",
  "de_lowest_kcal_mol": 0.0,
  "charge": 0,
  "total_energy_ha": -3601.13803,
  "homo_ev": -8.23,
  "homo_lumo_gap_ev": 8.853
}


Entry 3:
{
  "formula": "C2H2ClN2O2",
  "method": "ωB97M-V/def2-TZVPD",
  "symbols": ["O", "C", "C", "N", "Cl", "N", "O", "H", "H"],
  "xyz": [[2.6232, -0.7236, -0.2665], [1.5567, -0.2920, -0.1677], [0.1809, -0.9662, -0.1614], [-0.7445, -0.0960, -0.2142], [-2.3903, -0.1441, -0.2008], [-0.0624, 1.3348, -0.2994], [1.2090, 1.0706, -0.1230], [0.1494, -2.1031, -0.1180], [-0.6100, 2.0031, 0.3713]],
  "forces_ev_per_a": [[1.0, -0.4, 0.1], [-2.6, 0.8, -0.2], [0.6, -1.7, 0.0], [2.2, 2.3, 0.6], [-0.2, -0.2, -0.1], [-4.4, -1.3, -0.7], [2.1, 0.4, 1.0], [-0.5, 1.7, -0.2], [1.8, -1.6, -0.5]],
  "smiles": "O=c1c[n+](Cl)[nH]o1",
  "de_lowest_kcal_mol": 39.5,
  "charge": 1,
  "total_energy_ha": -797.13706,
  "homo_ev": [-15.63, -15.63],
  "homo_lumo_gap_ev": [9.146, 9.145]
}


- Which formula does entry 1 have?
  C4H12N2Si